C13H50F3O16PtS | ωB97M-V/def2-TZVPD

Each line ends with the Mulliken spin population.
Cartesian coordinates (Å):
H 26.56 -11.07 15.26  0.0000
F 20.72 -11.41 11.62  0.0499
H 19.04 -13.79 19.31  0.0000
H 16.44 -12.42 21.04  0.0000
H 18.11 -17.02 14.86  0.0000
H 13.54 -10.48 16.65  0.0000
H 23.14 -19.90 11.89  0.0000
H 15.87 -13.89 21.79  0.0000
H 24.31 -11.97 8.99  0.0000
H 26.97 -13.04 23.08  0.0000
H 15.10 -18.90 14.31  0.0000
H 25.01 -13.27 8.67  0.0000
O 14.48 -10.41 16.50  0.0000
H 22.47 -18.32 11.58  0.0000
Pt 20.73 -7.22 16.11  0.9949
O 20.83 -11.13 14.63  0.2081
O 17.39 -17.65 14.77  0.0000
H 14.94 -16.74 15.46  0.0000
C 25.41 -18.74 10.86  0.0000
S 21.33 -12.39 14.08  -0.0624
H 14.66 -11.01 15.78  0.0000
H 14.78 -15.66 14.11  0.0000
H 16.11 -15.37 15.26  0.0000
H 19.46 -14.77 21.88  0.0000
C 16.34 -17.17 13.93  0.0000
F 20.62 -13.58 11.73  0.0617
C 24.71 -13.17 20.39  -0.0001
H 24.91 -11.18 21.78  0.0000
O 24.14 -19.96 9.29  0.0000
C 22.83 -19.23 11.09  0.0000
H 18.90 -6.97 12.07  0.0000
H 19.20 -7.68 6.46  0.0000
H 17.69 -15.12 20.14  0.0000
F 19.04 -12.32 12.57  0.0548
O 22.80 -12.34 13.80  0.3038
H 26.28 -14.41 22.35  0.0000
C 25.93 -12.65 21.21  0.0000
H 27.93 -11.68 15.03  0.0000
H 18.58 -13.21 22.35  0.0000
H 24.35 -6.42 14.73  -0.0001
H 27.96 -13.88 11.72  0.0000
H 12.44 -10.99 11.50  0.0000
H 19.69 -8.66 7.50  0.0000
H 23.89 -13.51 21.02  0.0000
H 19.21 -9.45 19.55  0.0000
H 20.20 -6.53 11.42  -0.0001
C 18.52 -14.22 21.95  0.0000
C 16.39 -13.50 20.91  0.0000
H 23.74 -18.08 9.64  0.0000
H 24.16 -12.38 19.89  0.0001
O 19.56 -8.56 19.52  0.0011
H 25.28 -17.98 11.63  0.0000
O 27.19 -13.68 11.18  0.0000
O 23.87 -7.13 14.31  0.0047
H 22.05 -19.88 10.71  0.0000
H 25.07 -14.01 19.79  0.0000
O 27.48 -10.99 15.51  0.0000
H 17.95 -14.77 22.70  0.0000
H 15.83 -13.58 19.99  0.0000
H 25.21 -13.29 23.20  0.0000
H 14.65 -17.93 12.90  0.0000
O 12.98 -11.77 11.60  0.0000
H 24.81 -19.59 8.71  0.0000
O 25.80 -11.35 21.46  0.0000
H 26.88 -12.71 20.68  0.0000
C 17.73 -14.15 20.63  0.0000
H 24.41 -7.37 13.55  -0.0009
O 24.45 -12.60 8.29  0.0000
H 16.74 -16.76 13.00  0.0000
H 26.54 -13.37 11.80  0.0000
H 13.75 -11.60 11.06  0.0000
C 24.02 -18.96 10.23  0.0000
O 20.93 -13.58 14.85  0.1505
H 16.06 -19.04 12.87  0.0000
H 25.74 -19.61 11.42  0.0000
O 19.83 -6.80 12.26  0.0005
O 18.46 -13.25 19.85  0.0001
O 18.97 -8.49 6.89  0.0000
H 19.64 -8.29 20.43  -0.0001
C 15.51 -16.14 14.76  0.0000
H 26.14 -18.47 10.09  0.0000
C 26.08 -13.36 22.54  0.0000
C 20.38 -12.43 12.36  0.2335
C 15.49 -18.33 13.47  0.0000

## Properties
Multiplicity: 3
<S²>: 2.012
Highest occupied orbital energy (spin up / spin down) in eV: -11.05 / -11.05
Total charge: +1
Energy in eV: -69268.330

---

C13H50N16O12 | ωB97M-V/def2-TZVPD

Each line ends with the Mulliken charge.
Cartesian coordinates (Å):
N 16.79 -7.44 1.99  -0.4042
H 15.13 -1.15 1.48  0.1872
H 15.49 -7.69 -3.95  0.3502
C 17.33 -3.45 -1.90  -0.3050
H 18.44 -6.90 -6.21  0.2649
N 16.40 -8.96 -2.28  -0.3988
H 10.18 -4.29 -0.92  0.5633
O 17.66 -7.01 -1.73  -0.7156
H 15.10 0.44 -2.59  0.4438
H 16.99 -4.48 -4.29  0.2288
O 14.40 -5.36 -1.59  2.9972
H 14.74 -3.53 -0.82  -1.2332
H 18.01 -2.99 -1.25  0.5742
H 16.28 -8.29 2.07  0.1544
N 9.65 -1.82 -4.36  -0.4523
H 13.86 -0.11 0.89  0.3051
H 16.75 -1.16 -3.37  0.2156
H 12.04 -1.44 -2.34  0.3569
H 18.60 -4.38 -3.14  0.2952
N 11.35 -1.24 -3.10  -0.1556
H 13.42 -3.71 -2.41  0.0919
C 10.37 -2.05 -3.29  -0.3007
N 11.18 -6.43 -3.49  -0.1054
H 17.78 -7.50 2.23  0.3073
H 18.63 -6.10 -4.62  0.2046
N 15.82 -7.11 -3.17  0.0736
C 13.98 -4.58 -2.68  -0.8740
H 13.91 -2.38 -4.93  0.2389
H 17.06 -9.54 -1.69  0.3225
H 14.85 -4.21 -3.17  -0.2412
C 13.97 -1.81 -0.11  0.3398
H 10.78 -4.89 -5.63  0.3921
H 11.88 -4.48 1.15  0.4863
H 16.94 -4.34 -1.43  0.0875
H 15.75 -9.41 -2.93  0.2438
H 10.26 -6.86 -6.43  0.2537
H 16.40 -2.12 -5.36  0.2892
H 15.64 -2.75 0.40  0.3967
O 13.35 -4.71 -5.80  -0.7169
H 11.35 -0.30 -3.46  0.2634
N 10.34 -6.46 -5.46  -0.4236
N 16.45 -5.01 -4.94  0.0567
C 14.82 -0.30 -3.26  -0.8647
H 13.46 -5.20 -3.40  1.0716
N 14.72 -2.83 -0.07  0.1523
C 16.47 -6.48 1.15  0.5630
C 16.98 -5.72 -5.90  0.5204
H 12.22 -3.99 -0.41  -0.0706
H 9.53 -5.90 -5.16  0.3394
O 15.57 -1.85 -4.95  -0.7011
H 16.43 -2.80 -1.96  -0.1534
N 15.20 -6.50 0.82  -0.1381
N 12.18 -8.61 0.02  -0.2921
H 11.94 -6.66 -2.89  0.1392
H 14.59 -1.16 -2.62  0.0038
H 15.12 -8.62 -1.03  0.2217
C 11.67 -4.76 0.16  -0.0500
H 12.23 -2.03 -4.29  0.3731
C 12.51 -3.75 -5.40  0.3560
H 13.92 -0.07 -3.84  0.3082
N 12.88 -2.55 -4.93  -0.0586
H 14.37 -9.47 0.36  0.2578
N 18.18 -6.16 -5.60  -0.3855
H 12.42 -8.64 1.02  0.2221
H 16.46 0.05 -4.47  0.4807
H 12.20 -5.73 0.03  -0.2071
H 10.57 -3.20 -5.09  0.3127
C 16.64 -7.68 -2.39  0.3052
H 11.23 -8.28 -0.27  0.3233
H 16.15 -6.18 -3.64  -0.4907
O 12.94 -7.62 -2.02  -0.4053
O 10.34 -4.88 -0.16  -0.6671
N 14.27 -1.04 0.88  -0.3889
H 10.67 -5.53 -3.25  0.3387
N 14.24 -8.81 -0.44  -0.3901
H 14.84 -5.82 0.17  -0.1023
O 10.17 -3.20 -2.49  -0.6063
N 11.20 -3.91 -5.44  -0.3473
O 16.30 -6.08 -7.07  -0.7169
C 11.27 -6.95 -4.68  0.2187
O 12.28 -7.85 -5.00  -0.7254
C 13.09 -8.35 -0.84  -0.0401
H 8.64 -2.21 -4.51  0.2929
C 16.03 -0.80 -4.02  -0.3888
O 17.93 -3.70 -3.16  -0.6922
H 14.75 -6.20 -1.96  -1.3107
H 14.65 -7.32 0.80  0.1780
O 12.94 -1.63 -0.98  -0.7833
H 15.47 -4.74 -5.18  -0.1645
O 17.28 -5.32 0.94  -0.7002
H 9.79 -1.11 -5.05  0.2045

## Properties
Multiplicity: 1
Structure (SMILES): NC(N)=O.NC(N)=O.NC(N)=O.NC(N)=O.NC(N)=O.NC(N)=O.NC(N)=O.NC(N)=O.CCO.CO.CO.CO
Highest occupied orbital energy in eV: -8.05
ΔE to the lowest compared entry with this formula, charge and spin in kJ/mol: 937.38
Energy in eV: -62700.534

---

C13H50N8O12 | ωB97M-V/def2-TZVPD

Each line ends with the Mulliken charge.
Cartesian coordinates (Å):
H 1.47 1.64 0.62  -0.5017
H 2.73 -0.09 -3.24  0.1159
H 4.50 1.69 -3.75  0.3252
H -5.73 -2.19 2.23  0.2053
H -0.39 -0.50 -5.58  0.2011
O -5.19 -2.43 0.07  -0.7549
H 2.03 3.93 0.52  -0.0343
H 1.35 -1.17 -2.83  -0.0083
O -0.67 -3.05 2.42  -0.2388
H -2.67 -2.37 -0.14  -0.0167
H -2.39 -2.07 1.55  -0.0687
H -0.01 4.36 -3.70  0.3935
H 2.83 -0.11 3.24  0.3329
O 0.50 3.92 -1.79  -0.4648
C 1.41 -0.38 -4.63  0.5809
H -1.53 -0.73 3.60  0.1504
C -0.72 -4.50 2.25  -0.7963
H -1.50 -1.17 5.63  0.3271
O -3.27 0.28 -3.59  -0.7459
O 4.86 0.10 3.16  -0.5322
H 0.14 0.20 2.22  0.6302
H 4.61 3.78 1.65  0.2647
O 4.84 1.21 -2.99  -0.5702
C 3.65 -0.03 2.53  -0.3780
H 0.59 -4.82 -2.82  0.2759
N 0.22 -0.93 -4.90  -0.3103
N 0.93 -2.57 -0.76  -0.2577
H -0.93 -4.77 1.22  0.2261
N 0.85 -4.32 -1.98  -0.5239
H -3.41 1.40 0.63  -0.1540
H -0.32 2.48 -0.35  0.0369
C -2.43 -1.37 5.09  -0.6917
N 1.82 -0.47 -3.40  -0.0946
H -1.23 0.57 -1.25  -0.0076
H 1.24 -0.86 1.20  0.1639
H 3.21 2.05 -2.10  -0.0410
H 4.46 1.35 -1.02  0.1085
H -1.31 -0.69 -2.35  0.0166
H -2.56 -2.41 4.78  0.2503
C -3.51 1.62 1.70  0.2332
H 1.52 -3.17 -0.21  0.2352
H 4.84 2.85 -1.85  0.3516
H 2.90 5.19 1.41  0.3788
O 2.02 0.26 -5.47  -0.7057
H -0.07 -1.66 -4.27  0.2174
H -2.44 3.35 1.39  0.3302
C -4.36 -2.17 0.93  0.5334
H 1.46 3.21 -3.50  0.1755
H -0.46 -0.77 0.86  -0.1441
O -2.44 -0.66 3.91  -0.4178
H 0.55 -1.70 -0.40  -0.0522
H 3.68 -0.82 1.78  0.2199
O 3.98 3.42 1.02  -0.4301
H -0.40 -2.83 3.31  0.1946
C 0.38 -0.18 1.23  -0.5812
H 4.84 -0.57 3.85  0.3315
O -0.49 1.67 0.12  -0.3771
O -2.83 2.82 2.09  -0.5769
H -3.90 2.24 -2.12  0.2494
H -3.26 -1.19 5.77  0.2439
H -2.72 1.73 -0.97  -0.3077
C 0.47 3.54 -3.17  -0.4304
H 0.23 -4.90 2.59  0.3128
N -4.75 -2.00 2.12  -0.2615
C 4.28 1.91 -1.93  -0.2278
H 1.06 0.60 -0.73  -0.2312
H 3.43 0.88 1.97  0.0233
H -4.14 -1.73 2.88  0.1392
C 2.81 4.11 1.27  -0.4279
N -3.08 1.69 -1.91  -0.1573
H -4.57 1.65 1.93  0.4201
C 0.31 -3.14 -1.77  0.5565
C -2.75 0.65 -2.59  0.4402
O -0.42 -2.47 -2.50  -0.8523
H 0.67 4.86 -1.71  0.2681
H -0.21 2.70 -3.31  0.0386
C 0.72 0.95 0.25  1.3227
H -3.16 0.69 2.15  0.0289
N -3.04 -2.15 0.78  0.1233
H -1.54 -4.82 2.90  0.3302
H 1.74 -4.53 -1.55  0.1429
N -1.78 0.12 -1.96  0.6137
H 2.43 3.78 2.23  0.3120

## Properties
Multiplicity: 1
Structure (SMILES): NC(N)=O.NC(N)=O.NC(N)=O.NC(N)=O.CCO.CO.CO.CO.CO.CO.CO.CO
Highest occupied orbital energy in eV: -8.95
ΔE to the lowest compared entry with this formula, charge and spin in kJ/mol: 636.65
Energy in eV: -50780.944

---

C13H52N12O13 | ωB97M-V/def2-TZVPD

Each line ends with the Mulliken spin population.
Cartesian coordinates (Å):
H 0.18 8.53 26.10  0.0600
C -5.07 10.80 22.72  0.9181
O -3.09 6.96 19.87  -0.0167
C 0.98 2.88 22.05  -0.0002
H 2.30 1.82 20.93  0.0001
H -3.55 8.14 21.66  0.0496
C -5.97 5.89 23.03  0.0174
C 0.04 11.28 22.61  0.5148
H -1.16 1.14 25.90  0.0002
H -5.88 6.73 25.92  0.0947
H 2.26 6.77 20.40  -0.0015
H -2.84 5.40 24.15  -0.0668
H -3.37 3.68 26.73  0.0059
H -3.02 6.84 27.10  0.1470
H -6.42 6.75 23.53  0.0255
H -1.25 10.00 21.87  -0.0183
H -0.23 10.67 25.40  0.0397
H -0.78 11.30 20.76  -0.0179
H -5.94 11.21 23.23  -0.3695
H -5.72 5.07 23.70  -0.0245
C -5.76 7.81 25.88  0.7754
H 0.00 4.48 26.22  0.0019
O -2.63 4.48 29.00  -0.0303
N -2.79 2.90 26.45  -0.0070
H -3.46 7.02 24.36  0.1803
H -3.49 6.08 19.94  0.0067
O -3.95 4.44 20.29  -0.0026
H 0.26 12.79 21.30  -0.0106
H -4.70 5.80 29.37  0.0076
H -4.90 7.57 20.82  0.0526
O -0.59 6.41 23.38  0.0284
H 1.89 6.21 22.03  0.0006
H -0.88 8.81 23.79  -0.0168
H -4.73 3.89 20.15  -0.0003
N 0.56 4.09 22.10  -0.0017
H -7.17 6.07 21.52  0.0013
N -1.38 1.80 25.16  -0.0003
O -5.48 10.35 21.42  -0.2728
O 1.24 5.99 25.72  0.0002
N -0.68 10.80 21.63  -0.1199
H -2.40 3.27 20.98  0.0010
H -4.31 11.58 22.71  -0.0623
C 3.70 5.81 21.35  0.0076
H -2.42 4.78 21.68  0.0038
O 0.58 1.94 22.76  -0.0002
H -1.56 8.78 26.48  -0.0577
H -3.57 3.59 22.24  0.0016
O 4.16 5.10 22.20  -0.0016
H -2.48 8.69 24.40  0.1783
O -6.96 5.33 22.09  -0.0158
H -5.91 8.13 24.85  0.0489
H 0.80 4.60 21.26  -0.0001
H -0.37 8.96 27.70  0.0224
N -2.72 6.40 24.07  0.1978
C -2.18 2.82 25.32  0.0156
O 0.29 10.81 23.69  -0.1578
H -4.72 9.97 23.34  0.1130
C -1.61 6.97 23.77  -0.1389
N 2.47 6.19 21.20  -0.0052
H -0.18 4.37 22.73  -0.0032
H -5.08 6.24 22.51  0.0100
H -2.46 2.16 27.05  -0.0012
H 1.21 4.79 27.45  -0.0002
O -4.50 8.31 26.26  -2.3112
N 0.39 12.47 22.25  -0.0241
N 1.99 2.74 21.21  0.0000
H -3.82 8.75 20.08  0.0070
H 0.62 6.00 24.99  0.0002
N 4.34 6.47 20.47  0.0013
H 3.82 7.18 19.99  -0.0019
H 1.72 4.00 25.94  0.0001
C 1.05 4.73 26.37  -0.0044
H 5.35 6.41 20.57  -0.0003
H -0.84 1.80 24.31  0.0010
C -3.12 4.01 21.35  0.0009
H 0.85 13.04 22.94  -0.0170
H 2.18 3.53 20.60  -0.0003
H -6.46 8.29 26.56  0.0583
C -3.15 5.40 28.35  0.1355
O -0.45 10.53 26.33  -0.1367
N -1.72 8.26 23.90  -0.1434
C -3.85 7.83 20.66  -0.0713
H -1.57 5.73 27.21  0.0431
N -2.52 6.02 27.42  0.0546
O -2.28 3.70 24.55  -0.0366
H -6.30 9.89 21.60  0.0458
N -4.34 5.91 28.43  0.0968
C -0.55 9.14 26.64  0.1348
H -4.33 6.84 28.03  -0.0371
H -4.43 9.26 26.15  1.0984

## Properties
Multiplicity: 2
<S²>: 0.751
Highest occupied orbital energy (spin up / spin down) in eV: -0.09 / -7.03
ΔE to the lowest compared entry with this formula, charge and spin in kJ/mol: 133.93
Total charge: -1
Energy in eV: -58822.753

---

C13H52N2O19 | ωB97M-V/def2-TZVPD

Each line ends with the Mulliken charge.
Cartesian coordinates (Å):
C 0.04 1.69 5.01  0.0823
O 1.82 -2.48 -1.89  -0.3823
O 2.01 2.99 -1.53  -0.6532
H -2.34 1.13 4.35  0.4159
C 1.53 6.02 1.32  -0.4051
O 1.86 0.43 -0.34  -0.7298
H -0.67 2.21 -5.85  0.3157
C 1.94 -2.83 3.95  -0.5584
H 0.64 -1.06 0.40  -0.1888
H -0.78 2.63 3.47  0.2286
H -1.95 1.20 -5.03  0.2806
O -1.93 0.44 4.90  -0.5408
H 0.85 2.06 5.67  0.3953
H -1.30 -1.03 -7.52  0.3056
H 1.94 -0.86 4.21  0.2480
O -0.59 -4.10 -0.85  -0.7173
H -0.86 -1.21 3.11  0.1168
C 2.05 -3.97 -3.86  -0.4361
O 0.55 7.03 1.11  -0.5402
H 4.83 -1.98 3.57  0.2777
H -2.31 -0.89 3.38  0.3234
H 0.69 3.75 -0.14  0.1851
O -1.11 -2.68 -3.21  -0.7158
O -1.75 -1.37 2.76  -0.5749
H -1.48 0.16 -0.18  -0.0867
H -0.46 0.31 -2.67  0.1201
H 1.12 -3.48 3.64  0.3211
C -0.87 1.28 -5.25  -0.5686
H -0.17 6.66 0.59  0.3185
H -2.41 -2.43 1.15  0.3604
C -0.98 0.90 5.80  -0.4973
H -0.39 0.04 6.16  0.3461
O 1.36 -1.53 3.77  -0.2892
H -0.58 1.52 -0.68  0.3840
H 0.57 1.05 4.26  -0.2178
H -3.84 0.75 -0.09  0.2489
H -3.59 -0.12 1.36  0.1474
C 3.17 -2.94 3.07  -0.0273
H 1.12 -4.46 -3.58  0.2489
H 1.11 -2.16 -3.75  -0.0573
H 2.19 -3.25 -1.45  0.2806
O -2.31 1.66 2.43  -0.3025
H -2.03 3.49 0.95  0.0855
H 0.31 0.18 -6.65  0.3978
H 1.95 2.17 -0.95  0.3917
C -2.88 1.73 1.36  0.3444
H -1.44 -3.74 -0.51  0.4808
H 1.80 4.06 1.88  0.2244
H 3.09 -5.59 -3.51  0.2996
H 2.03 -0.27 -0.97  0.2233
H -0.21 -0.75 -5.19  -0.0568
H 2.78 -1.94 -3.65  0.3948
C -0.52 0.44 -0.60  0.0033
H -3.30 -2.49 -0.11  0.3639
C 1.98 -2.60 -3.35  -0.2246
H 2.88 -3.01 2.02  -0.0558
N -2.62 2.80 0.55  -0.2983
H 2.13 6.43 2.10  0.3655
H -3.15 3.10 -0.30  0.1904
H 0.28 4.74 2.52  0.3556
H -1.09 -1.88 -2.63  0.3530
C 0.64 0.04 0.29  0.2708
O 3.96 -1.73 3.27  -0.5263
O -0.28 -0.25 -1.85  -0.0819
H 2.21 -3.98 -4.95  0.4072
H -3.21 -2.34 -2.66  0.3889
O -4.03 -1.88 -2.42  -0.6331
H -4.77 -2.40 -2.80  0.2821
N -3.66 0.74 0.88  -0.4473
H 2.20 5.93 0.46  0.2444
H 0.63 1.75 -3.97  0.2035
O 3.08 -4.68 -3.18  -0.5471
H 2.18 -3.04 5.02  0.2554
H 0.59 0.56 1.20  0.1573
O -0.73 2.79 4.41  -0.5539
H 0.06 -3.54 -0.40  0.2250
C -0.47 -0.01 -5.94  0.0910
H 2.91 3.29 -1.37  0.3041
H -1.41 1.47 6.63  0.3023
O -0.26 1.35 -3.95  -0.4417
O -1.59 -0.60 -6.69  -0.5736
H -0.78 -3.34 -2.57  0.4178
O 0.13 4.10 0.58  -0.3771
O -2.77 -3.03 0.46  -0.7297
H 3.73 -3.85 3.35  0.4203
C 0.93 4.71 1.67  -0.3582

## Properties
Multiplicity: 1
Highest occupied orbital energy in eV: -9.70
ΔE to the lowest compared entry with this formula, charge and spin in kJ/mol: 34.01
Energy in eV: -56206.184

---

no.,strongest force on any atom (Eh/bohr)
1,0.1237
2,0.1813
3,0.1549
4,0.1497
5,0.0533